1.
ORCA calculation (ωB97M-V/def2-TZVPD) on a molecular structure, C34H49AsClFeN2S2Si3 at a distorted geometry.

Properties
Expectation value of S²   6.02
Kohn-Sham gap (alpha / beta)   6.16 / 6.98 eV

Structure (ORCA input):
```
! RIJCOSX wB97M-V def2-TZVPD def2/J DEFGRID3
* xyz -1 5
Fe -0.281 0.211 2.257
C -1.602 4.040 0.999
C -0.319 4.641 1.599
C 0.292 5.656 0.634
C 0.630 3.519 1.976
C 0.389 2.772 3.128
C 1.191 1.680 3.464
C 2.244 1.285 2.630
C 3.085 0.069 2.942
C 2.512 2.063 1.512
C 1.728 3.165 1.197
H -2.347 4.823 0.817
H -2.042 3.284 1.655
H -1.371 3.549 0.046
H -0.586 5.168 2.518
H 0.402 5.228 -0.367
H 1.275 6.001 0.970
H -0.363 6.526 0.550
H -0.419 3.059 3.792
H 1.061 1.196 4.425
H 4.132 0.344 3.094
H 3.044 -0.640 2.111
H 2.726 -0.446 3.835
H 3.358 1.806 0.886
H 1.974 3.746 0.314
S -2.359 0.847 3.218
C -3.377 -0.161 2.224
C -4.646 -0.526 2.681
C -5.497 -1.323 1.929
C -6.780 -1.710 2.475
N -7.793 -2.013 2.930
C -5.091 -1.763 0.664
C -3.833 -1.409 0.196
C -2.959 -0.632 0.955
S -1.370 -0.276 0.306
C -5.967 -2.561 -0.165
N -6.664 -3.184 -0.837
H -4.968 -0.189 3.659
H -3.511 -1.761 -0.777
Cl -0.682 -3.907 1.351
C -1.636 -3.432 2.745
C -2.840 -4.097 2.952
C -3.612 -3.804 4.063
C -3.155 -2.836 4.952
C -1.964 -2.174 4.717
C -1.159 -2.427 3.591
C 0.054 -1.644 3.338
H -3.166 -4.836 2.230
H -4.552 -4.319 4.228
H -3.744 -2.589 5.830
H -1.632 -1.401 5.402
H 0.802 -2.129 2.711
H 0.492 -1.229 4.251
C 4.117 -0.223 -4.272
Si 3.617 0.254 -2.530
C 4.817 -0.648 -1.404
C 4.020 2.098 -2.407
As 1.443 -0.081 -1.705
Si 1.124 -2.350 -2.282
C 1.905 -2.940 -3.891
C -0.671 -2.820 -2.362
C 2.001 -3.280 -0.908
Si 0.268 1.055 -3.412
C 0.726 2.873 -3.299
C 0.614 0.529 -5.181
C -1.570 0.931 -3.151
H 5.169 0.054 -4.420
H 3.516 0.298 -5.027
H 4.017 -1.297 -4.455
H 5.832 -0.261 -1.554
H 4.827 -1.723 -1.618
H 4.553 -0.524 -0.347
H 5.005 2.248 -1.951
H 3.284 2.646 -1.810
H 4.033 2.553 -3.405
H 1.772 -2.235 -4.717
H 1.446 -3.894 -4.183
H 2.980 -3.107 -3.762
H -1.200 -2.242 -3.130
H -1.163 -2.631 -1.402
H -0.763 -3.885 -2.607
H 3.069 -3.378 -1.132
H 1.583 -4.283 -0.763
H 1.898 -2.741 0.040
H 1.667 3.087 -3.822
H 0.847 3.169 -2.251
H -0.063 3.494 -3.739
H 1.560 0.947 -5.542
H -0.191 0.892 -5.831
H 0.666 -0.560 -5.289
H -1.853 1.368 -2.189
H -1.909 -0.111 -3.135
H -2.099 1.457 -3.957
*
```



2.
ORCA calculation (ωB97M-V/def2-TZVPD) on a molecular structure, C34H49AsO4P2SSi3V.

Properties
Expectation value of S²   3.76
Kohn-Sham gap (alpha / beta)   8.00 / 8.41 eV

Structure (ORCA input):
```
! RIJCOSX wB97M-V def2-TZVPD def2/J DEFGRID3
* xyz 0 4
V -1.463 -0.128 -1.086
O -3.888 -1.807 -2.981
S -3.883 -0.839 -1.908
O -5.164 -0.403 -1.439
O -2.983 0.355 -2.309
O -3.002 -1.365 -0.743
C -1.713 -0.399 -5.404
Si -0.811 -1.928 -4.848
C -1.840 -3.479 -4.818
C 0.640 -2.282 -5.997
As 0.057 -1.467 -2.664
Si 0.525 -3.600 -1.794
C -1.139 -4.382 -1.459
C 1.558 -4.603 -2.989
C 1.426 -3.409 -0.163
Si 2.029 -0.230 -3.027
C 1.470 1.418 -3.727
C 2.849 0.050 -1.364
C 3.305 -0.997 -4.159
H -2.356 -0.645 -6.252
H -1.006 0.369 -5.728
H -2.342 -0.003 -4.609
H -2.293 -3.566 -5.810
H -2.637 -3.440 -4.083
H -1.220 -4.365 -4.667
H 0.310 -2.978 -6.771
H 1.490 -2.736 -5.491
H 0.985 -1.374 -6.494
H -1.490 -4.978 -2.300
H -1.896 -3.623 -1.243
H -1.060 -5.041 -0.590
H 1.084 -4.670 -3.968
H 1.685 -5.620 -2.609
H 2.550 -4.169 -3.119
H 0.777 -2.889 0.544
H 2.367 -2.865 -0.237
H 1.639 -4.398 0.248
H 0.532 1.760 -3.283
H 1.320 1.352 -4.806
H 2.226 2.184 -3.541
H 2.195 0.629 -0.712
H 3.769 0.622 -1.506
H 3.107 -0.885 -0.866
H 2.979 -1.044 -5.195
H 3.589 -2.000 -3.839
H 4.204 -0.375 -4.123
C 1.126 -0.135 1.998
P -0.423 0.381 1.149
C -0.248 2.093 0.547
C 0.974 2.732 0.346
C 1.034 3.929 -0.350
C -0.121 4.503 -0.863
C -1.344 3.875 -0.675
C -1.409 2.678 0.023
C -1.801 0.418 2.327
C -2.088 1.508 3.145
C -3.151 1.453 4.030
C -3.943 0.313 4.093
C -3.681 -0.764 3.261
C -2.616 -0.712 2.373
P 1.938 0.428 3.577
C 2.113 2.233 3.347
C 1.146 3.189 3.650
C 1.368 4.529 3.379
C 2.561 4.934 2.794
C 3.540 3.995 2.504
C 3.322 2.655 2.794
C 0.631 0.272 4.841
C -0.241 -0.815 4.836
C -1.143 -1.006 5.870
C -1.181 -0.118 6.935
C -0.302 0.955 6.963
C 0.601 1.144 5.928
H 1.910 -0.048 1.237
H 1.013 -1.219 2.115
H 1.885 2.310 0.750
H 1.990 4.417 -0.485
H -0.068 5.435 -1.409
H -2.251 4.308 -1.075
H -2.378 2.206 0.172
H -1.492 2.408 3.074
H -3.367 2.302 4.665
H -4.778 0.275 4.780
H -4.320 -1.636 3.279
H -2.448 -1.531 1.685
H 0.219 2.882 4.115
H 0.606 5.260 3.615
H 2.730 5.980 2.577
H 4.481 4.306 2.068
H 4.095 1.924 2.587
H -0.231 -1.524 4.018
H -1.822 -1.847 5.837
H -1.891 -0.262 7.739
H -0.315 1.647 7.794
H 1.288 1.982 5.970
*
```



3.
ORCA calculation (ωB97M-V/def2-TZVPD) on 10 unconnected molecules or ions with the total composition C34H49Cl2O27Si at a distorted geometry.

Properties
Kohn-Sham gap   4.28 eV

Structure (ORCA input):
```
! RIJCOSX wB97M-V def2-TZVPD def2/J DEFGRID3
* xyz -1 1
C -2.838 -5.797 5.491
C -1.519 -5.236 4.652
Cl -0.953 -6.181 3.129
C -0.798 -3.993 5.109
Cl -1.343 -2.974 6.588
C 0.532 -3.545 4.239
Si 2.018 -4.384 5.184
C 1.630 -4.818 7.021
C 3.504 -3.144 5.114
C 2.420 -6.096 4.308
H -2.419 -6.617 6.242
H -3.349 -4.922 6.075
H -3.544 -6.342 4.727
H 0.685 -2.381 4.237
H 2.659 -5.051 7.563
H 1.025 -5.839 7.048
H 1.105 -3.971 7.636
H 3.485 -2.559 4.075
H 4.502 -3.741 5.288
H 3.374 -2.305 5.952
H 2.558 -5.967 3.153
H 3.319 -6.656 4.813
H 1.463 -6.768 4.501
C 4.665 0.824 1.046
C 5.153 0.941 2.453
O 4.002 0.645 3.222
C 3.178 -0.103 2.432
O 2.176 -0.674 2.828
O 3.623 -0.129 1.142
H 5.445 0.478 0.362
H 4.250 1.764 0.667
H 5.933 0.210 2.688
H 5.525 1.944 2.682
C -5.037 -2.895 2.994
C -5.339 -2.919 4.457
O -6.552 -2.198 4.552
C -7.157 -2.276 3.330
O -8.298 -1.911 3.102
O -6.319 -2.818 2.399
H -4.509 -3.793 2.663
H -4.458 -2.012 2.701
H -5.501 -3.935 4.834
H -4.556 -2.441 5.052
C 3.756 -0.979 -3.752
C 2.357 -0.579 -3.411
O 2.510 0.146 -2.205
C 3.794 0.609 -2.182
O 4.221 1.413 -1.370
O 4.537 0.056 -3.184
H 3.920 -1.041 -4.831
H 4.042 -1.931 -3.293
H 1.914 0.079 -4.166
H 1.701 -1.443 -3.264
C 0.535 2.901 -0.313
C 0.777 2.381 1.067
O 1.530 3.412 1.677
C 1.248 4.563 0.998
O 1.591 5.677 1.359
O 0.532 4.305 -0.135
H -0.418 2.560 -0.725
H 1.339 2.634 -1.007
H -0.152 2.240 1.630
H 1.337 1.441 1.066
C -1.643 -0.077 -5.405
C -1.804 1.189 -6.181
O -0.490 1.714 -6.224
C 0.363 0.662 -6.052
O 1.572 0.724 -6.203
O -0.313 -0.468 -5.691
H -2.350 -0.850 -5.718
H -1.740 0.078 -4.325
H -2.147 1.011 -7.205
H -2.486 1.892 -5.694
C -4.184 0.581 5.190
C -3.059 1.527 4.918
O -2.653 1.182 3.608
C -3.723 0.586 3.005
O -3.781 0.315 1.817
O -4.719 0.334 3.903
H -4.942 1.014 5.849
H -3.840 -0.366 5.618
H -3.382 2.573 4.925
H -2.234 1.406 5.625
C -1.612 6.241 -5.355
C -1.485 5.185 -4.306
O -2.532 4.286 -4.620
C -2.813 4.453 -5.946
O -3.545 3.723 -6.592
O -2.167 5.543 -6.454
H -0.647 6.680 -5.622
H -2.299 7.042 -5.062
H -0.531 4.651 -4.363
H -1.608 5.586 -3.295
C -2.088 -4.467 -6.939
C -0.699 -4.856 -7.326
O 0.110 -4.087 -6.456
C -0.656 -3.785 -5.366
O -0.227 -3.277 -4.344
O -1.961 -4.126 -5.571
H -2.802 -5.285 -7.070
H -2.446 -3.590 -7.489
H -0.497 -5.918 -7.149
H -0.477 -4.622 -8.371
C 2.841 7.440 -1.233
C 3.965 8.385 -1.504
O 4.371 8.040 -2.815
C 3.301 7.445 -3.418
O 3.243 7.174 -4.606
O 2.305 7.193 -2.520
H 2.083 7.872 -0.574
H 3.185 6.492 -0.805
H 3.642 9.432 -1.498
H 4.791 8.264 -0.798
*
```



4.
ORCA calculation (ωB97M-V/def2-TZVPD) on 5 unconnected molecules or ions with the total composition C34H49F3N2O9S5.

Properties
SMILES   [H]/N=C(/C)CN1c2ccccc2Sc2cccc(C[C@H](O)C(F)(F)F)c21.O=S1(=O)CCCC1.O=S1(=O)CCCC1.O=S1(=O)CCCC1.O=S1(=O)CCCC1
Kohn-Sham gap   8.45 eV

Structure (ORCA input):
```
! RIJCOSX wB97M-V def2-TZVPD def2/J DEFGRID3
* xyz 0 1
C -4.549 -1.370 -2.760
C -4.968 -0.022 -2.254
N -6.179 0.320 -2.419
C -4.000 0.909 -1.542
N -2.556 0.581 -1.716
C -1.977 0.096 -0.490
C -1.675 -1.255 -0.329
C -1.133 -1.730 0.859
C -0.840 -0.869 1.916
C -1.134 0.482 1.763
C -1.698 0.950 0.583
S -2.060 2.669 0.380
C -1.592 2.835 -1.330
C -0.969 3.996 -1.768
C -0.618 4.115 -3.104
C -0.869 3.052 -3.960
C -1.484 1.879 -3.524
C -1.691 0.783 -4.542
C -0.593 -0.295 -4.455
O 0.336 -0.164 -5.525
C -1.146 -1.725 -4.452
F -2.275 -1.879 -5.148
F -1.384 -2.127 -3.198
F -0.266 -2.607 -4.944
C -1.870 1.763 -2.187
H -4.436 -1.338 -3.841
H -3.606 -1.682 -2.326
H -5.324 -2.080 -2.495
H -6.335 1.254 -2.032
H -4.279 0.904 -0.488
H -4.196 1.917 -1.898
H -1.882 -1.970 -1.106
H -0.921 -2.781 1.005
H -0.395 -1.257 2.818
H -0.913 1.184 2.555
H -0.796 4.779 -1.052
H -0.157 5.034 -3.431
H -0.590 3.151 -4.999
H -2.694 0.364 -4.521
H -1.551 1.231 -5.522
H -0.009 -0.179 -3.548
H -0.084 -0.506 -6.321
C 1.537 6.392 3.528
C 2.933 6.417 2.897
C 2.850 5.638 1.579
S 1.154 5.804 1.009
O 0.528 4.503 1.037
O 1.114 6.618 -0.182
C 0.563 6.745 2.407
H 1.455 7.089 4.360
H 1.325 5.399 3.903
H 3.228 7.450 2.700
H 3.680 5.984 3.561
H 3.516 6.034 0.816
H 3.044 4.577 1.725
H -0.467 6.465 2.619
H 0.616 7.801 2.142
C 0.325 -6.113 0.180
C -1.011 -5.400 -0.073
C -1.747 -5.309 1.269
S -0.468 -5.274 2.534
O -0.577 -6.466 3.335
O -0.433 -3.967 3.144
C 0.919 -5.452 1.419
H 0.995 -6.027 -0.674
H 0.148 -7.175 0.366
H -0.819 -4.394 -0.456
H -1.612 -5.923 -0.816
H -2.346 -4.405 1.353
H -2.369 -6.183 1.453
H 1.698 -6.040 1.898
H 1.289 -4.452 1.193
C 0.753 1.617 6.490
C 0.784 1.943 7.990
C 1.276 3.389 8.136
S 0.789 4.235 6.626
O 1.977 4.622 5.903
O -0.245 5.195 6.914
C 0.074 2.806 5.819
H 0.220 0.689 6.287
H 1.773 1.509 6.113
H -0.223 1.852 8.403
H 1.425 1.255 8.539
H 0.823 3.899 8.982
H 2.360 3.443 8.208
H 0.256 2.868 4.747
H -0.997 2.819 6.019
C 4.285 -5.296 -5.182
C 2.935 -4.601 -5.416
C 2.202 -4.561 -4.069
S 3.479 -4.531 -2.809
O 3.392 -5.749 -2.039
O 3.492 -3.242 -2.167
C 4.871 -4.656 -3.926
H 4.954 -5.182 -6.034
H 4.128 -6.364 -5.018
H 3.107 -3.583 -5.773
H 2.340 -5.115 -6.168
H 1.587 -3.674 -3.957
H 1.596 -5.451 -3.913
H 5.658 -5.243 -3.459
H 5.223 -3.644 -4.124
*
```